# 1
The following is a quantum chemistry calculation of Cl4H2NaO as an isolated structure, from the Open Molecules 2025 dataset.

Structure (XYZ):
```
8
Properties=species:S:1:pos:R:3:forces:R:3:mulliken_charge:R:1
Cl -11.685 9.733 9.604 0.014 -0.013 0.042 -0.9971
Cl -4.794 5.159 8.078 -0.041 -0.075 0.047 -0.9962
Cl -10.532 5.044 6.353 0.051 0.049 -0.017 -0.9917
Cl -5.857 9.697 11.444 -0.108 -0.063 0.043 -0.9919
Na -8.251 7.282 9.200 0.199 0.273 -0.278 0.9720
O -7.795 8.776 5.970 0.325 0.134 0.054 -0.6449
H -8.256 8.028 5.592 -0.219 -0.460 -0.019 0.3427
H -8.340 9.531 5.749 -0.222 0.156 0.128 0.3072
```
Positions in Å, forces in eV/Å.

The HOMO energy comes out at 0.0 eV. Its relative energy (zero: lowest compared OMol25 entry of this formula, charge and spin) is 0.0 kJ/mol. The net charge is -3. Its gap between HOMO and LUMO is 6.0 eV.

=====

# 2
The following is a quantum chemistry calculation of Cl4Mg as an isolated structure at a distorted geometry, from the Open Molecules 2025 dataset.

Structure (XYZ):
```
5
Properties=species:S:1:pos:R:3:forces:R:3:mulliken_charge:R:1
Cl 0.057 3.277 1.880 -0.059 -1.080 -0.602 -0.7555
Cl 0.446 -2.293 3.439 -0.031 0.477 -0.824 -0.8031
Cl 2.225 1.287 -3.448 -0.276 -0.259 0.566 -0.8477
Cl -2.762 -2.210 -1.960 0.623 0.516 0.501 -0.8011
Mg 0.033 -0.061 0.089 -0.257 0.346 0.359 1.2074
```
Positions in Å, forces in eV/Å.

The HOMO energy comes out at -3.3 eV. Its relative energy (zero: lowest compared OMol25 entry of this formula, charge and spin) is 758.9 kJ/mol. The net charge is -2. Its gap between HOMO and LUMO is 4.4 eV.

=====

# 3
The following is a quantum chemistry calculation of Cl4N2O6Zr as an isolated structure at a distorted geometry, from the Open Molecules 2025 dataset.

Structure (XYZ):
```
13
Properties=species:S:1:pos:R:3:forces:R:3:mulliken_charge:R:1
Zr -0.648 1.434 -0.015 1.331 -1.653 -0.443 1.3536
Cl -0.704 1.487 2.617 -0.222 0.236 -1.523 -0.5263
Cl 0.562 0.997 -2.493 -1.096 0.391 1.262 -0.5606
Cl -0.171 3.895 -0.339 -0.254 -1.103 0.290 -0.4635
Cl -3.070 1.548 -0.663 1.174 0.093 0.400 -0.5029
O -0.876 -0.716 0.127 0.756 1.623 -0.624 -0.2735
O -0.822 -2.796 0.458 3.318 -3.496 3.306 -0.4988
O 3.345 -0.580 -0.160 -2.659 3.164 1.379 -0.6152
O -1.930 -2.162 -1.169 1.919 1.483 -0.652 -0.6544
O 1.382 0.599 0.392 1.241 1.521 -0.008 -0.3559
O 1.806 -1.386 1.016 -1.641 -1.269 2.419 -0.4923
N 2.181 -0.394 0.493 2.710 -2.336 -3.656 0.7928
N -1.056 -1.926 -0.265 -6.576 1.346 -2.148 0.7970
```
Positions in Å, forces in eV/Å.

The HOMO energy comes out at -3.2 eV. Its relative energy (zero: lowest compared OMol25 entry of this formula, charge and spin) is 172.2 kJ/mol. The net charge is -2. Its gap between HOMO and LUMO is 8.7 eV.

=====

# 4
The following is a quantum chemistry calculation of a 2-piece molecular cluster, Cl4N4 overall at a distorted geometry, from the Open Molecules 2025 dataset.

Structure (XYZ):
```
8
Properties=species:S:1:pos:R:3:forces:R:3:mulliken_charge:R:1
Cl 1.316 -0.905 -2.091 1.198 -3.659 -1.215 -0.0738
Cl -0.415 -2.214 1.958 0.227 -0.188 0.229 -0.0511
Cl 1.884 1.552 -0.660 2.926 2.355 2.361 -0.0649
Cl -2.256 -0.119 0.903 0.051 -0.111 -0.045 -0.0304
N 0.120 -0.529 1.876 0.720 -1.715 0.371 0.0615
N -0.534 1.149 -1.804 -1.892 0.822 -0.252 -0.1130
N 0.500 0.804 -1.598 -2.215 0.517 -0.904 0.2462
N -0.616 0.263 1.417 -1.015 1.978 -0.544 0.0255
```
Positions in Å, forces in eV/Å.

The expectation value of S² is 2.0172. The HOMO energy (spin up / spin down) comes out at -9.0 / -10.8 eV. Its relative energy (zero: lowest compared OMol25 entry of this formula, charge and spin) is 62.5 kJ/mol. As for the spin multiplicity: 3. Its gap between HOMO and LUMO (spin up / spin down) is 8.0 / 6.8 eV.

=====

# 5
The following is a quantum chemistry calculation of Cl4Pt as an isolated structure at a distorted geometry, from the Open Molecules 2025 dataset.

Structure (XYZ):
```
5
Properties=species:S:1:pos:R:3:forces:R:3:mulliken_charge:R:1
Pt 0.470 0.217 -0.829 -0.258 1.131 0.341 0.5647
Cl -1.740 -0.702 -0.611 -1.027 0.351 -1.516 -0.5009
Cl -0.435 -1.386 1.281 -0.083 -1.102 2.196 -0.4310
Cl 2.343 -0.853 -0.006 1.161 -0.098 -0.581 -0.7596
Cl -0.639 2.725 0.164 0.206 -0.281 -0.440 -0.8732
```
Positions in Å, forces in eV/Å.

The expectation value of S² is 2.0106. The HOMO energy (spin up / spin down) comes out at -0.4 / -0.1 eV. Its relative energy (zero: lowest compared OMol25 entry of this formula, charge and spin) is 298.6 kJ/mol. The net charge is -2. As for the spin multiplicity: 3. Its gap between HOMO and LUMO (spin up / spin down) is 6.3 / 6.0 eV.

=====

# 6
The following is a quantum chemistry calculation of a 2-piece molecular cluster, Cl5HSSi2 overall at a distorted geometry, from the Open Molecules 2025 dataset.

Structure (XYZ):
```
9
Properties=species:S:1:pos:R:3:forces:R:3:mulliken_charge:R:1
Cl 2.576 -0.901 -4.714 0.401 -0.665 -0.454 -0.1811
Cl 2.691 0.056 -0.053 0.162 0.126 -0.319 -0.1887
Cl 5.236 0.096 -2.170 1.251 -0.571 -0.136 -0.1808
Cl 3.723 2.978 -1.387 -0.160 -1.206 -0.161 -0.2516
Cl 1.664 2.236 -4.676 0.053 0.816 -0.416 -0.1832
S -0.893 -0.918 -0.041 1.241 -0.332 0.174 -0.1337
Si 3.485 0.900 -1.745 -0.838 1.766 0.574 0.6697
Si 2.033 0.630 -3.539 -0.884 -0.276 0.952 0.3155
H -2.130 -0.576 -0.246 -1.225 0.342 -0.213 0.1340
```
Positions in Å, forces in eV/Å.

The HOMO energy (spin up / spin down) comes out at -10.2 / -8.1 eV. Its relative energy (zero: lowest compared OMol25 entry of this formula, charge and spin) is 365.5 kJ/mol. Its gap between HOMO and LUMO (spin up / spin down) is 8.7 / 5.5 eV.